{
  "formula": "C5H13BNO3",
  "method": "wB97M-V/def2-TZVPD",
  "species": ["C", "C", "B", "O", "N", "O", "H", "H", "H", "H", "H", "H", "H", "C", "C", "O", "C", "H", "H", "H", "H", "H", "H"],
  "coordinates": [[1.4197, 0.4676, -2.3377], [0.3745, 1.2012, -1.4296], [-1.0197, 1.5260, -2.2515], [-2.0869, 0.5411, -1.6948], [-1.8734, -0.6313, -2.3206], [-1.5960, -1.5160, -1.5714], [1.4923, -0.5657, -2.0058], [1.1107, 0.4959, -3.3752], [2.4192, 0.9039, -2.2790], [0.8016, 2.1066, -0.9921], [0.1677, 0.5414, -0.5877], [-1.4282, 2.6574, -2.1112], [-0.9368, 1.3025, -3.4404], [-0.2922, -0.0090, 3.4776], [0.6249, -0.5988, 2.4370], [1.6036, -0.0028, 2.0576], [0.2571, -1.9600, 1.9056], [0.0815, 0.9680, 3.7767], [-1.2953, 0.1066, 3.0644], [-0.3302, -0.6595, 4.3538], [-0.7290, -1.9204, 1.4390], [0.2503, -2.6826, 2.7252], [0.9846, -2.2720, 1.1602]],
  "atomic_forces_ev_per_a": [[-0.1, 0.4, 0.8], [0.2, -0.1, -1.0], [0.1, 0.3, 0.2], [-0.1, -0.7, -0.1], [0.0, 0.7, 0.1], [-0.3, -0.5, 0.4], [0.1, -0.2, -0.2], [-0.1, -0.1, -0.2], [0.1, 0.0, 0.1], [0.1, 0.1, -0.1], [-0.1, 0.0, 0.2], [-0.2, 0.2, 0.3], [0.2, 0.0, -0.3], [0.0, 0.2, 0.1], [0.1, 0.0, -0.1], [0.1, -0.1, 0.1], [0.1, 0.0, -0.1], [0.0, 0.0, 0.0], [0.0, -0.1, 0.1], [-0.1, -0.1, 0.0], [0.0, -0.1, 0.0], [-0.2, 0.0, 0.0], [0.0, 0.0, 0.0]],
  "mulliken_charge": [-1.01, -0.32, 0.23, -0.33, 0.19, -0.38, 0.22, 0.31, 0.32, 0.33, -0.10, -0.22, -0.23, -1.14, 0.92, -0.55, -1.16, 0.30, 0.32, 0.33, 0.31, 0.41, 0.27],
  "energy_ev": -13703.5478,
  "charge": -1,
  "e_homo_ev": -4.6,
  "gap_ev": 7.83
}